1.
Entry from the OMol25 dataset: 11 unconnected molecules or ions with the total composition C13H43N22O12S (ωB97M-V with the def2-TZVPD basis set).

Gap between HOMO and LUMO: 6.49 eV
Electronic energy: -3027.35591 Eh
Energy relative to the best compared isomer or geometry (same formula, charge and spin): 48.2 kJ/mol
Charge: -1
Spin multiplicity: 1
Max |F|: 2.963 eV/A

Last column: Mulliken charge in e.
Cartesian coordinates (Å):
N1 -1.552 5.410 -3.298  -0.7532
C1 -1.782 3.986 -2.962  0.2364
N2 -1.128 3.028 -3.902  -0.3320
C2 0.047 3.285 -4.062  0.2246
S1 1.653 3.135 -4.092  -0.2602
C3 -1.453 3.734 -1.440  0.4042
O1 -1.966 4.506 -0.605  -0.6699
O2 -0.700 2.772 -1.090  -0.7493
H1 -0.635 5.709 -2.945  0.2888
H2 -2.209 5.909 -2.685  0.3228
H3 -2.887 3.833 -3.077  0.2880
C4 -5.276 6.294 -0.747  0.6769
O3 -4.778 7.304 -1.222  -0.6628
N3 -4.609 5.464 0.089  -0.2723
N4 -6.564 5.913 -1.023  -0.4054
H4 -5.015 4.634 0.479  0.1256
H5 -3.657 5.699 0.318  0.1975
H6 -7.095 6.499 -1.639  0.2053
H7 -6.987 5.088 -0.643  0.1542
C5 -1.288 -0.657 1.936  0.6830
O4 -1.661 -1.334 2.896  -0.7604
N5 -1.927 0.463 1.535  -0.2064
N6 -0.193 -0.982 1.191  -0.3478
H8 -1.627 1.024 0.749  0.1804
H9 -2.742 0.743 2.057  0.1325
H10 0.316 -1.810 1.451  0.2099
H11 0.120 -0.438 0.407  0.1721
C6 5.223 4.795 -3.455  0.6201
O5 4.698 3.944 -4.163  -0.6849
N7 6.199 5.626 -3.912  -0.3140
N8 4.880 4.981 -2.155  -0.2991
H12 6.640 6.325 -3.344  0.1480
H13 6.483 5.522 -4.866  0.1660
H14 4.163 4.387 -1.778  0.2025
H15 5.306 5.676 -1.565  0.2012
C7 7.301 5.576 0.765  0.6540
O6 6.785 6.192 -0.152  -0.7011
N9 8.519 4.977 0.653  -0.3806
N10 6.703 5.431 1.980  -0.3899
H16 8.954 4.468 1.398  0.1583
H17 8.993 5.060 -0.229  0.2237
H18 5.802 5.857 2.104  0.2225
H19 7.116 4.926 2.741  0.1571
C8 -0.929 -4.937 0.904  0.6177
O7 0.268 -4.675 0.983  -0.6997
N11 -1.381 -6.143 0.449  -0.3164
N12 -1.900 -4.068 1.255  -0.1966
H20 -2.357 -6.376 0.378  0.0834
H21 -0.693 -6.819 0.176  0.2816
H22 -1.611 -3.164 1.599  0.0171
H23 -2.882 -4.280 1.192  0.1657
C9 -3.606 1.925 4.668  0.7054
O8 -3.869 2.049 3.485  -0.6927
N13 -4.242 1.030 5.475  -0.3971
N14 -2.649 2.672 5.287  -0.3863
H24 -4.032 0.918 6.449  0.1476
H25 -4.953 0.458 5.057  0.2152
H26 -2.155 3.344 4.726  0.2328
H27 -2.420 2.581 6.259  0.1479
C10 9.271 4.765 -5.332  0.6608
O9 8.857 5.684 -4.646  -0.5984
N15 10.548 4.722 -5.816  -0.4212
N16 8.495 3.698 -5.677  -0.2990
H28 10.899 3.972 -6.381  0.1490
H29 11.153 5.489 -5.585  0.2215
H30 7.546 3.687 -5.340  0.1354
H31 8.824 2.937 -6.240  0.1657
C11 -3.886 -9.066 0.910  0.7407
O10 -4.376 -8.428 -0.015  -0.7552
N17 -2.674 -9.672 0.821  -0.4287
N18 -4.504 -9.222 2.108  -0.3897
H32 -2.261 -10.195 1.573  0.1621
H33 -2.178 -9.583 -0.048  0.2185
H34 -5.403 -8.789 2.223  0.2095
H35 -4.106 -9.740 2.869  0.1774
C12 0.392 -8.523 3.532  0.5813
O11 -0.502 -9.274 3.904  -0.6652
N19 1.559 -8.374 4.220  -0.3985
N20 0.298 -7.775 2.404  -0.2013
H36 2.297 -7.762 3.926  0.1693
H37 1.670 -8.910 5.061  0.2251
H38 -0.548 -7.854 1.869  0.1157
H39 1.023 -7.155 2.087  0.1771
C13 -6.101 -5.209 0.119  0.6515
O12 -5.415 -5.074 1.124  -0.6875
N21 -6.837 -4.185 -0.405  -0.3946
N22 -6.191 -6.382 -0.560  -0.2818
H40 -7.403 -4.278 -1.227  0.1545
H41 -6.797 -3.300 0.067  0.2375
H42 -5.657 -7.170 -0.204  0.2161
H43 -6.750 -6.499 -1.383  0.1608

2.
Entry from the OMol25 dataset: 9 unconnected molecules or ions with the total composition C13H44N8O9 (ωB97M-V with the def2-TZVPD basis set).

Gap between HOMO and LUMO: 8.41 eV
SMILES: NC(N)=O.NC(N)=O.NC(N)=O.NC(N)=O.CC(C)O.CC(C)O.CO.CO.CO
Electronic energy: -1636.80507 Eh
Energy relative to the best compared isomer or geometry (same formula, charge and spin): 577.8 kJ/mol
Charge: 0
Spin multiplicity: 1
Max |F|: 11.857 eV/A

Last column: Mulliken charge in e.
Cartesian coordinates (Å):
N1 14.874 -21.898 -22.076  2.1480
C1 15.802 -22.802 -22.122  -0.4789
N2 16.987 -22.370 -22.573  -0.0162
O1 15.720 -24.028 -21.524  -0.6649
H1 13.890 -21.939 -21.643  -0.5536
H2 15.035 -20.990 -22.483  -0.2086
H3 17.680 -23.093 -22.697  0.2787
H4 17.162 -21.465 -23.091  0.0438
N3 17.930 -20.947 -20.525  -0.2321
C2 17.230 -19.939 -20.132  0.1622
N4 17.725 -19.436 -19.017  -0.4446
O2 16.090 -19.380 -20.755  -0.4265
H5 17.412 -21.470 -21.355  0.2032
H6 18.439 -21.631 -19.838  0.3202
H7 17.204 -18.668 -18.591  0.2871
H8 18.692 -19.672 -18.755  0.1881
N5 10.388 -20.572 -21.544  -0.4208
C3 11.513 -20.691 -20.818  0.4869
N6 11.681 -19.782 -19.884  -0.3701
O3 12.431 -21.704 -21.032  -0.7214
H9 10.111 -21.308 -22.192  0.2089
H10 9.683 -19.851 -21.402  0.1831
H11 12.594 -19.646 -19.408  0.2673
H12 10.903 -19.170 -19.653  0.1694
N7 13.206 -25.092 -21.688  -0.0664
C4 11.959 -25.105 -22.050  0.4467
N8 11.284 -24.000 -21.823  -0.3567
O4 11.379 -26.157 -22.642  -0.7805
H13 13.781 -25.929 -21.791  0.1601
H14 13.768 -24.282 -21.360  -0.0928
H15 10.341 -23.865 -22.180  0.1961
H16 11.684 -23.224 -21.231  0.2348
C5 13.234 -24.479 -25.118  -1.4600
C6 13.008 -22.963 -24.922  1.8040
C7 12.724 -22.157 -26.171  -1.5135
O5 12.141 -22.574 -24.132  -0.3972
H17 13.681 -24.851 -24.192  0.2708
H18 13.915 -24.647 -25.940  0.4526
H19 12.325 -25.023 -25.334  0.3415
H20 13.951 -22.579 -24.513  -0.5553
H21 11.757 -22.445 -26.559  0.4121
H22 13.542 -22.325 -26.913  0.3530
H23 12.858 -21.062 -25.958  0.2401
H24 12.009 -23.206 -23.347  0.1340
C8 18.071 -18.414 -23.067  -1.2625
C9 17.767 -19.430 -24.112  0.9473
C10 18.928 -20.392 -24.250  -2.0237
O6 16.701 -20.044 -23.966  -0.4297
H25 18.848 -17.762 -23.450  0.5307
H26 18.520 -18.780 -22.140  0.1459
H27 17.197 -17.774 -22.808  0.2175
H28 17.728 -18.851 -25.122  0.2701
H29 19.087 -20.781 -23.303  0.5193
H30 19.767 -19.846 -24.455  0.5428
H31 18.890 -21.121 -25.008  0.3577
H32 15.961 -19.431 -23.793  0.1333
C11 14.695 -22.735 -18.875  0.0846
O7 13.648 -22.233 -18.067  -0.5935
H33 15.457 -22.019 -19.181  -0.1153
H34 14.176 -23.204 -19.706  0.1239
H35 15.175 -23.471 -18.241  0.3092
H36 13.120 -22.883 -17.668  0.3208
C12 14.089 -18.569 -22.721  -0.6245
O8 14.100 -19.546 -23.732  -0.6880
H37 15.059 -18.050 -22.653  0.2181
H38 13.810 -19.006 -21.784  0.0898
H39 13.217 -17.920 -23.018  0.4134
H40 13.142 -19.690 -23.766  0.3039
C13 17.484 -25.510 -19.646  -0.1242
O9 17.724 -26.240 -18.522  -0.5558
H41 16.897 -26.007 -20.415  0.2316
H42 18.448 -25.266 -20.085  0.2368
H43 16.888 -24.651 -19.365  -0.1363
H44 16.897 -26.330 -18.041  0.3240

3.
Entry from the OMol25 dataset: 11 unconnected molecules or ions with the total composition C13H44O13 (ωB97M-V with the def2-TZVPD basis set).

Gap between HOMO and LUMO (alpha / beta): 1.74 / 9.12 eV
Expectation value of S²: 0.75
Electronic energy: -1499.64799 Eh
Charge: -1
Spin multiplicity: 2
Max |F|: 2.598 eV/A

Last column: natural (NBO) charge in e.
Cartesian coordinates (Å):
O1 -2.507 -2.112 3.212  -0.9448
H1 -2.762 -1.266 3.578  0.4582
H2 -2.818 -2.087 2.307  0.4858
C1 5.821 -2.082 -0.233  -0.6636
C2 5.632 -1.095 -1.356  -0.0231
C3 4.248 -0.464 -1.481  -0.2265
O2 4.455 0.888 -1.272  -0.4858
C4 5.758 1.087 -1.031  0.9698
O3 6.285 2.116 -0.673  -0.6234
O4 6.458 -0.023 -1.148  -0.4817
H3 5.501 -1.719 0.744  0.2070
H4 6.847 -2.437 -0.150  0.2129
H5 5.202 -2.944 -0.482  0.2136
H6 5.976 -1.502 -2.307  0.1778
H7 3.629 -0.962 -0.735  0.1906
H8 3.809 -0.516 -2.477  0.1747
C5 -1.570 4.119 -1.159  -0.2602
O5 -1.013 2.821 -1.393  -0.7547
H9 -1.640 4.272 -0.082  0.1691
H10 -0.920 4.888 -1.575  0.1734
H11 -2.579 4.215 -1.560  0.1682
H12 -0.435 2.604 -0.658  0.5010
C6 2.410 -1.458 3.437  -0.2498
O6 1.298 -2.042 2.743  -0.7404
H13 2.968 -2.135 4.083  0.1708
H14 3.169 -1.107 2.738  0.1581
H15 2.089 -0.617 4.052  0.1495
H16 1.077 -1.507 1.977  0.4944
C7 1.736 3.431 0.633  -0.2521
O7 0.689 2.652 1.039  -0.7444
H17 2.072 4.067 1.452  0.1536
H18 2.577 2.849 0.255  0.1929
H19 1.396 4.149 -0.114  0.1615
H20 1.108 1.809 1.230  0.4964
C8 -2.732 2.496 2.556  -0.2488
O8 -3.796 2.814 3.435  -0.7294
H21 -1.826 2.158 3.059  0.1918
H22 -2.992 1.765 1.790  0.1676
H23 -2.527 3.422 2.019  0.1535
H24 -4.355 3.482 3.032  0.4624
C9 -5.130 -1.193 1.007  -0.2531
O9 -3.779 -1.147 0.564  -0.7540
H25 -5.518 -0.177 1.076  0.1520
H26 -5.792 -1.713 0.314  0.1579
H27 -5.258 -1.692 1.967  0.1822
H28 -3.742 -0.400 -0.038  0.5024
C10 -0.657 -4.685 -1.829  -0.2757
O10 -1.423 -3.550 -1.624  -0.7412
H29 -0.199 -5.011 -0.895  0.1576
H30 -1.347 -5.467 -2.145  0.1556
H31 0.061 -4.527 -2.633  0.1529
H32 -0.761 -2.855 -1.638  0.4808
C11 -4.681 1.881 -1.097  -0.2635
O11 -3.415 1.191 -0.998  -0.7596
H33 -5.471 1.137 -1.000  0.1947
H34 -4.749 2.698 -0.379  0.1578
H35 -4.585 2.521 -1.975  0.1757
H36 -2.720 1.840 -0.867  0.4985
C12 0.417 -1.566 -3.442  -0.4285
O12 0.894 -1.799 -2.153  -0.9098
H37 1.252 -1.332 -4.102  0.1456
H38 -0.112 -2.400 -3.903  0.1605
H39 -0.265 -0.722 -3.335  0.1683
H40 1.654 -2.366 -2.305  0.3367
C13 -0.661 -0.429 0.534  -0.2848
O13 0.747 -0.521 0.305  -0.7835
H41 -1.221 -1.319 0.249  0.1994
H42 -1.029 -0.137 1.517  0.1844
H43 -1.044 0.424 -0.026  0.1519
H44 0.792 -0.710 -0.635  0.5128